Entry 1:
DFT (ωB97M-V/def2-TZVPD) results for a structure of composition H8O4Rb in a non-equilibrium geometry.

Summary:
M in g/mol: 157.53
LUMO level (spin up / spin down) in eV: -7.68 / -15.95
Charge: +2
2S+1: 2
Calculated total energy in eV: -8954.4987
ΔE to the lowest compared entry with this formula, charge and spin in kcal per mole: 18.5
HOMO level (spin up / spin down) in eV: -19.59 / -18.81

The geometry in XYZ format:
```
13
Properties=species:S:1:pos:R:3:mulliken_charge:R:1
Rb 16.802 15.217 -15.494 0.94
O 15.240 16.251 -13.178 -0.35
H 15.815 15.876 -12.512 0.39
H 14.440 16.480 -12.704 0.36
O 15.632 12.682 -14.042 -0.23
H 16.192 12.590 -14.812 0.37
H 15.830 11.912 -13.508 0.41
O 17.494 12.399 -16.474 -0.64
H 18.408 12.293 -16.739 0.35
H 17.130 13.016 -17.109 0.31
O 16.050 17.866 -17.011 -0.59
H 16.980 17.768 -16.807 0.32
H 15.993 17.717 -17.954 0.37
```

Entry 2:
DFT (ωB97M-V/def2-TZVPD) results for a structure of composition H8O4Rb in a non-equilibrium geometry.

Summary:
M in g/mol: 157.53
LUMO level (spin up / spin down) in eV: -7.20 / -16.18
Charge: +2
2S+1: 2
Calculated total energy in eV: -8955.0866
ΔE to the lowest compared entry with this formula, charge and spin in kcal per mole: 4.9
HOMO level (spin up / spin down) in eV: -21.02 / -19.23

The geometry in XYZ format:
```
13
Properties=species:S:1:pos:R:3:mulliken_charge:R:1
Rb 0.703 0.686 0.629 0.93
O -1.572 0.219 -1.096 -0.46
H -2.218 0.525 -1.732 0.34
H -2.035 -0.442 -0.582 0.35
O -1.477 0.559 2.283 -0.45
H -2.254 0.616 1.728 0.33
H -1.822 0.418 3.165 0.32
O 2.027 1.813 -1.720 -0.45
H 1.783 1.276 -2.474 0.39
H 2.982 1.760 -1.687 0.39
O 1.229 -2.166 0.723 -0.44
H 2.050 -2.420 0.301 0.38
H 0.605 -2.843 0.461 0.37
```

Entry 3:
DFT (ωB97M-V/def2-TZVPD) results for a cluster of 4 separate species, H9O4 in total.

Summary:
M in g/mol: 73.07
LUMO level in eV: -3.13
Charge: +1
2S+1: 1
Calculated total energy in eV: -8329.8035
ΔE to the lowest compared entry with this formula, charge and spin in kcal per mole: 7.4
HOMO level in eV: -16.69

The geometry in XYZ format:
```
13
Properties=species:S:1:pos:R:3:mulliken_charge:R:1
O 2.250 1.016 0.910 -0.66
H 2.618 1.637 1.550 0.33
H 3.006 0.653 0.430 0.33
O -1.212 0.624 -2.218 -0.70
H -0.774 0.446 -3.062 0.37
H -2.111 0.292 -2.327 0.35
O -1.315 -1.331 1.486 -0.64
H -1.866 -2.092 1.282 0.31
H -1.071 -1.351 2.417 0.34
O 0.176 -0.049 -0.155 -0.39
H -0.222 0.057 -1.060 0.45
H -0.445 -0.366 0.576 0.43
H 0.967 0.464 0.172 0.49
```

Entry 4:
DFT (ωB97M-V/def2-TZVPD) results for a cluster of 5 separate species, H9O5 in total in a non-equilibrium geometry.

Summary:
M in g/mol: 89.07
LUMO level in eV: 4.07
Charge: -1
2S+1: 1
Calculated total energy in eV: -10385.4455
ΔE to the lowest compared entry with this formula, charge and spin in kcal per mole: 3.0
HOMO level in eV: -5.38

The geometry in XYZ format:
```
14
Properties=species:S:1:pos:R:3:mulliken_charge:R:1
O -0.327 -0.040 1.113 -1.01
H -0.724 0.430 1.851 0.10
O -1.310 1.361 -0.723 -0.74
H -2.108 1.604 -0.277 0.23
H -0.889 0.735 -0.014 0.45
O -1.698 -1.725 -0.747 -0.72
H -1.409 -1.052 -1.404 0.33
H -1.125 -1.469 0.019 0.40
O 2.049 -1.123 1.430 -0.70
H 1.092 -0.840 1.396 0.41
H 2.545 -0.345 1.623 0.27
O 1.369 1.313 -1.220 -0.71
H 0.565 1.848 -1.098 0.37
H 1.241 0.695 -0.486 0.34
```